# 1
The following is a DFT calculation (wB97M-V/def2-TZVPD) of a molecular structure, C30H31NO3PS2Sn at a distorted geometry.

XYZ file:
```
69
Properties=species:S:1:pos:R:3:forces:R:3
Sn 0.879 0.126 -1.261 -0.281 0.214 0.062
O 1.412 -1.136 2.699 -0.098 -0.146 0.286
C 0.668 -1.000 1.761 -0.123 0.200 -0.717
O 0.870 -0.069 0.835 0.058 0.093 0.011
C -0.552 -1.867 1.472 0.210 -0.576 -0.348
P -0.451 -2.309 -0.361 -0.905 -0.732 0.870
C -1.884 -3.486 -0.510 0.230 0.085 0.220
C -1.782 -4.831 -0.128 0.272 0.234 -0.244
C -2.895 -5.657 -0.157 -0.232 0.088 -0.035
C -4.125 -5.124 -0.576 -0.047 0.359 0.037
C -4.271 -3.779 -0.912 1.519 0.008 0.159
C -3.124 -2.975 -0.887 -0.164 0.833 -0.212
C 1.051 -3.351 -0.432 0.047 -0.364 0.224
C 1.800 -3.763 0.683 -0.141 0.003 -0.794
C 2.918 -4.555 0.508 0.938 -0.031 0.722
C 3.351 -4.890 -0.760 0.674 -0.130 -0.802
C 2.664 -4.462 -1.886 -0.516 -0.145 -0.146
C 1.484 -3.748 -1.699 -0.155 0.360 -0.799
H -1.464 -1.270 1.591 0.128 -0.108 -0.023
H -0.612 -2.767 2.118 0.088 0.620 -0.350
H -0.800 -5.218 0.139 -0.249 -0.049 0.103
H -2.783 -6.700 0.171 -0.260 0.506 -0.338
H -5.016 -5.711 -0.666 -0.157 -0.598 0.207
H -5.205 -3.328 -1.207 -0.206 -0.244 -0.035
H -3.196 -1.905 -1.173 0.006 -0.758 0.202
H 1.564 -3.463 1.672 -0.380 0.250 0.677
H 3.542 -4.833 1.381 -0.638 0.090 -0.615
H 4.273 -5.442 -0.933 -0.144 -0.020 0.347
H 3.008 -4.706 -2.905 -0.199 0.098 0.698
H 0.895 -3.473 -2.587 0.247 0.003 0.420
O 2.046 1.952 -0.552 -0.245 -0.046 0.154
S 3.503 1.927 -0.106 0.937 0.078 -0.809
C 4.289 0.445 -0.843 0.000 0.648 0.264
C 5.433 0.195 0.122 -0.399 -1.880 0.703
C 4.912 0.304 1.593 -1.480 0.207 -0.926
C 3.698 1.296 1.567 0.104 0.021 -0.053
H 4.591 0.694 -1.856 0.176 0.119 -0.042
H 3.560 -0.358 -0.931 0.009 -0.149 0.416
H 6.201 0.917 -0.009 0.764 0.636 -0.331
H 5.863 -0.820 -0.056 -0.182 0.839 0.087
H 5.682 0.659 2.252 0.302 0.081 0.262
H 4.512 -0.645 1.969 0.294 0.120 -0.143
H 3.769 2.152 2.224 0.352 0.217 0.099
H 2.727 0.875 1.750 -0.329 -0.771 0.344
N -0.766 1.596 -1.180 0.481 -0.568 -0.872
S -0.981 2.518 0.086 -0.893 0.311 0.662
C -2.758 2.463 0.368 -0.205 0.511 -0.588
C -3.650 2.899 -0.627 -0.229 0.027 1.307
C -5.012 2.901 -0.338 0.208 0.487 -0.711
C -5.482 2.446 0.880 0.313 -0.291 0.451
C -4.595 2.001 1.838 0.811 -0.412 0.231
C -3.218 1.993 1.582 0.149 -0.045 0.076
C -0.719 4.230 -0.395 0.738 -0.096 -0.585
C 0.162 4.484 -1.455 -0.299 -0.361 -0.022
C 0.552 5.799 -1.692 0.216 -0.315 -0.736
C 0.088 6.835 -0.904 0.000 0.353 0.372
C -0.752 6.559 0.182 0.449 0.278 -0.366
C -1.151 5.260 0.431 0.278 -0.229 0.272
H -1.309 1.865 -2.003 0.154 -0.152 0.242
H -3.305 3.340 -1.535 0.261 0.136 -0.549
H -5.694 3.358 -1.054 0.088 -0.345 0.073
H -6.524 2.408 1.128 -0.421 0.220 -0.170
H -4.937 1.635 2.797 -0.120 0.028 -0.048
H -2.477 1.620 2.293 -0.404 0.156 0.060
H 0.554 3.677 -2.098 -0.313 0.465 0.585
H 1.234 5.974 -2.534 -0.314 0.116 0.453
H 0.432 7.859 -1.095 -0.229 -0.448 0.110
H -1.022 7.353 0.869 -0.140 -0.082 -0.126
H -1.678 5.028 1.341 -0.404 -0.009 0.069
```
Positions in Å, forces in eV/Å.

As for the net charge: +1. For the gap between HOMO and LUMO, the calculation gives 0.313 Ha. Its total energy is -76030.9083 eV.

***

# 2
The following is a DFT calculation (wB97M-V/def2-TZVPD) of a molecular structure, C30H31NOP2Pr at a distorted geometry.

XYZ file:
```
66
Properties=species:S:1:pos:R:3:forces:R:3
C 2.517 -1.235 3.261 0.604 0.596 -0.595
C 2.657 -0.724 1.990 0.546 -0.258 0.634
C 2.221 -1.534 0.895 -1.207 0.190 -0.965
C 1.395 -2.722 1.062 -0.018 0.023 -0.766
C 1.003 -2.968 2.405 0.091 0.092 1.070
C 1.631 -2.307 3.461 -0.562 -1.104 -0.604
C 0.902 -3.418 -0.109 -1.224 2.059 0.608
C 1.099 -2.730 -1.348 0.287 0.014 0.195
C 1.959 -1.551 -1.416 -0.926 -0.238 1.818
C 2.178 -0.812 -2.609 0.602 0.201 -0.463
C 1.739 -1.346 -3.790 0.471 0.447 -0.061
C 0.808 -2.405 -3.759 -0.837 -1.251 0.803
C 0.413 -3.018 -2.562 0.379 0.290 -1.325
H 3.080 -0.789 4.092 -0.632 -0.018 -0.210
H 0.123 -3.588 2.608 0.677 -0.255 -0.047
H 1.440 -2.615 4.483 -0.265 0.025 -0.101
H 0.063 -4.207 0.002 1.812 1.173 -0.259
H 2.087 -0.930 -4.749 -0.480 -0.057 0.471
H 0.372 -2.739 -4.708 0.022 0.167 0.486
H -0.457 -3.673 -2.538 0.417 -0.242 -0.165
N 2.415 -0.968 -0.299 0.265 -0.806 -0.364
Pr -1.695 1.872 0.020 -0.500 -1.965 0.175
C 3.161 0.671 1.689 0.140 -0.389 -0.248
H 3.747 0.667 0.749 -0.276 0.057 0.504
H 3.811 1.067 2.504 -0.711 -0.112 -0.381
C 2.809 0.560 -2.451 -0.041 -0.425 0.253
H 3.577 0.536 -1.656 -0.347 0.018 -0.472
H 3.272 0.931 -3.390 -0.509 -0.086 0.447
P 1.644 1.772 1.365 0.269 -0.093 1.129
P 1.445 1.731 -1.827 0.310 -0.683 -1.304
C 0.493 1.808 -3.393 -0.007 0.240 -0.329
H -0.381 2.457 -3.266 0.034 0.018 -0.142
H 1.102 2.195 -4.222 -0.245 -0.128 0.087
H 0.141 0.801 -3.638 0.009 0.148 0.004
C 2.434 3.263 -1.957 -0.230 0.423 0.205
H 2.642 3.507 -3.002 0.069 -0.048 0.125
H 1.875 4.089 -1.506 0.371 0.015 -0.165
H 3.376 3.138 -1.414 -0.124 0.078 -0.087
C 0.798 1.607 2.998 0.124 0.018 0.202
H 1.476 1.807 3.842 -0.207 -0.057 -0.158
H -0.058 2.293 3.074 0.159 -0.011 -0.037
H 0.406 0.587 3.084 0.076 0.186 0.008
C 2.495 3.380 1.566 -0.080 0.283 0.222
H 1.786 4.197 1.382 0.372 -0.067 0.132
H 2.904 3.483 2.579 -0.002 0.049 -0.221
H 3.309 3.451 0.838 -0.108 0.077 0.129
C -0.305 3.999 -0.118 1.384 6.559 -0.379
O -0.028 5.135 -0.180 -0.967 -5.201 0.298
H -0.895 0.393 0.664 1.180 -1.289 0.064
C -6.118 -0.531 -1.179 0.049 -0.514 1.179
C -4.925 -0.129 -1.814 0.904 -0.111 0.728
C -3.707 -0.223 -1.127 -0.526 0.677 -0.937
C -3.644 -0.617 0.228 -0.977 -0.097 1.772
C -2.514 -0.335 1.081 0.099 -0.156 -0.478
C -2.420 -0.993 2.306 -0.502 0.009 -0.409
C -3.569 -1.606 2.896 -0.486 -0.112 -1.118
C -4.772 -1.641 2.195 0.428 -0.186 0.472
C -4.846 -1.186 0.843 0.190 0.739 -0.697
C -6.076 -1.117 0.106 0.483 0.625 -0.768
H -7.080 -0.378 -1.668 0.287 -0.183 0.073
H -4.896 0.296 -2.816 -0.302 -0.296 0.109
H -2.786 -0.006 -1.719 -0.439 -0.121 0.507
H -1.449 -1.109 2.797 -0.312 0.620 0.181
H -3.512 -2.043 3.890 0.019 0.090 -0.152
H -5.673 -2.053 2.683 0.521 0.294 -0.384
H -7.001 -1.448 0.594 0.400 0.059 -0.300
```
Positions in Å, forces in eV/Å.

As for the net charge: +1. For the gap between HOMO and LUMO (spin up / spin down), the calculation gives 0.200 / 0.186 Ha. As for the multiplicity: 3. Its total energy is -67785.3915 eV.

***

# 3
The following is a DFT calculation (wB97M-V/def2-TZVPD) of 10 unconnected molecules or ions with the total composition C30H32BBrCl37I2O4 at a distorted geometry.

XYZ file:
```
107
Properties=species:S:1:pos:R:3:forces:R:3
C 3.715 -4.727 2.411 -0.828 -0.024 -0.939
C 2.822 -4.554 1.614 0.651 -0.864 0.513
C 1.746 -4.501 0.625 -0.602 1.293 0.522
C 1.111 -3.080 0.592 0.871 -0.030 0.031
C 2.167 -2.022 0.225 -0.794 0.222 0.337
B 1.572 -0.554 -0.272 0.874 -0.978 -0.877
C 2.527 -0.142 -1.562 -0.474 1.276 0.613
C 3.874 0.514 -1.210 0.528 -0.364 -1.167
C 4.943 -0.489 -0.774 -0.821 0.403 0.740
Br 6.727 0.343 -0.863 -0.162 -0.339 -0.024
O 0.151 -0.604 -0.743 -0.631 0.027 -0.782
C -0.655 0.203 0.030 0.695 -1.212 -0.072
C -1.202 -0.802 1.136 -0.114 0.892 0.890
C -2.607 -0.504 1.630 0.202 -0.337 -0.175
O -3.574 -0.938 1.110 -0.407 -0.114 -0.148
Cl -2.925 0.520 3.114 0.478 -0.318 -0.241
O -1.818 0.661 -0.629 0.758 0.217 -0.167
C -2.206 -0.171 -1.702 -1.176 -0.354 -0.476
C -3.606 0.244 -2.142 0.136 0.268 0.104
C -4.160 -0.630 -3.273 0.153 -0.149 0.519
C -4.135 -2.143 -2.954 0.179 0.148 0.065
C 0.389 1.285 0.545 -1.730 -0.271 0.392
C -0.262 2.000 1.772 0.892 -0.012 0.278
C 0.194 1.458 3.136 -0.237 0.173 -0.299
C 0.789 2.392 -0.451 -0.732 -0.818 -0.204
I -0.257 2.644 -2.312 0.204 0.063 0.346
C 1.746 3.267 -0.237 0.452 0.662 -0.333
C 2.129 4.379 -1.183 0.993 0.149 0.826
I 2.899 3.267 1.565 -0.136 0.123 -0.435
O 1.458 0.450 0.830 0.546 0.480 0.322
H 4.534 -5.041 2.998 0.209 0.210 0.341
H 2.152 -4.699 -0.367 0.003 -0.198 -0.020
H 0.947 -5.205 0.864 0.267 -0.352 -0.007
H 0.708 -2.808 1.570 -0.163 -0.362 0.028
H 0.287 -3.112 -0.125 0.045 0.165 -0.049
H 2.802 -2.476 -0.546 0.009 0.195 -0.087
H 2.824 -1.847 1.089 -0.065 -0.168 0.001
H 2.700 -0.971 -2.257 -0.078 -0.086 0.106
H 1.965 0.617 -2.130 0.168 -0.131 -0.108
H 3.794 1.308 -0.468 -0.132 -0.129 0.107
H 4.254 0.988 -2.125 0.043 0.096 0.105
H 4.769 -0.740 0.270 0.327 -0.067 0.046
H 4.922 -1.422 -1.329 0.317 0.180 -0.323
H -0.480 -0.960 1.933 -0.045 0.278 0.061
H -1.292 -1.748 0.613 -0.179 0.020 -0.127
H -2.249 -1.226 -1.424 0.324 0.063 0.276
H -1.539 -0.090 -2.564 0.221 0.086 0.169
H -3.526 1.293 -2.448 -0.231 -0.033 -0.146
H -4.318 0.221 -1.311 0.243 -0.091 0.194
H -5.191 -0.317 -3.442 0.080 0.097 -0.348
H -3.540 -0.463 -4.157 -0.348 0.110 -0.213
H -3.269 -2.569 -3.464 -0.158 -0.348 0.028
H -3.991 -2.344 -1.889 -0.128 0.127 0.007
H -5.051 -2.666 -3.251 0.291 0.139 -0.157
H 0.012 3.056 1.763 -0.065 0.013 -0.081
H -1.339 1.976 1.627 -0.021 -0.053 0.143
H -0.250 0.503 3.401 0.038 -0.018 -0.011
H -0.091 2.184 3.901 0.033 -0.085 0.089
H 1.274 1.348 3.123 0.004 -0.030 0.114
H 2.233 4.037 -2.208 -0.304 0.015 -0.064
H 1.448 5.226 -1.082 -0.228 -0.119 -0.279
H 3.106 4.760 -0.884 0.000 0.026 -0.086
C 0.889 -5.857 -3.324 0.003 0.106 0.042
Cl -0.265 -6.612 -2.215 0.027 -0.003 -0.021
Cl 2.512 -6.482 -2.997 -0.037 -0.007 -0.005
Cl 0.436 -6.236 -4.994 0.069 0.014 0.283
Cl 0.872 -4.111 -3.090 0.000 0.003 0.029
C -5.371 0.087 6.599 0.171 -0.001 -0.149
Cl -5.013 -1.537 7.200 -0.028 0.031 -0.005
Cl -3.961 1.126 6.831 -0.034 -0.018 -0.010
Cl -5.756 0.004 4.877 0.343 -0.038 0.296
Cl -6.741 0.756 7.503 0.023 0.004 0.002
C -4.385 4.477 2.306 0.029 -0.105 -0.058
Cl -3.499 5.558 3.394 -0.019 -0.015 -0.014
Cl -5.740 5.359 1.579 -0.003 0.025 0.027
Cl -3.309 3.908 1.032 -0.051 0.000 0.021
Cl -5.005 3.100 3.222 -0.085 0.196 0.003
C -10.143 -0.116 3.905 0.031 0.059 0.052
Cl -11.646 0.512 4.604 0.016 -0.020 -0.024
Cl -9.886 0.611 2.315 -0.011 -0.022 0.043
Cl -8.783 0.282 4.960 -0.604 -0.035 -0.184
Cl -10.263 -1.872 3.737 -0.006 0.038 0.006
C -0.775 -8.014 -8.403 0.001 -0.003 0.022
Cl -2.477 -8.258 -7.993 0.045 0.008 -0.011
Cl -0.547 -8.250 -10.142 -0.007 0.005 0.036
Cl -0.293 -6.372 -7.963 -0.076 -0.060 -0.285
Cl 0.217 -9.176 -7.515 -0.026 0.035 -0.024
C -8.589 -3.106 -3.364 0.060 0.039 0.013
Cl -7.611 -2.550 -4.730 -0.071 -0.021 0.079
Cl -10.239 -2.489 -3.535 0.021 -0.022 -0.007
Cl -8.620 -4.874 -3.345 -0.008 0.034 -0.014
Cl -7.894 -2.515 -1.853 0.004 0.000 -0.069
C 6.540 6.744 -0.908 -0.019 -0.071 0.060
Cl 5.594 5.620 0.065 -0.045 0.147 -0.026
Cl 5.522 8.108 -1.397 0.040 -0.011 0.010
Cl 7.915 7.340 0.043 -0.262 0.192 -0.170
Cl 7.144 5.914 -2.347 0.000 0.031 0.029
C 9.425 3.453 0.805 -0.147 0.008 0.026
Cl 7.735 3.199 1.219 0.103 -0.106 0.022
Cl 9.649 3.268 -0.940 -0.009 -0.020 0.046
Cl 9.888 5.093 1.284 0.537 -0.334 -0.113
Cl 10.431 2.270 1.655 0.009 0.061 -0.010
C 7.976 5.413 5.241 -0.048 -0.011 -0.056
Cl 7.945 6.068 3.603 -0.213 0.102 0.263
Cl 6.346 5.445 5.924 0.051 -0.005 -0.008
Cl 8.563 3.746 5.191 -0.004 0.040 -0.008
Cl 9.057 6.389 6.249 -0.015 -0.016 -0.005
```
Positions in Å, forces in eV/Å.

As for the net charge: -1. For the gap between HOMO and LUMO, the calculation gives 0.242 Ha. Its total energy is -590067.5329 eV.